(1)
Below is the molecule C5H7NO, with properties calculated with ωB97M-V/def2-TZVPD.

Its net charge is 0. As for the multiplicity: 1. The value obtained for the LUMO energy is 0.896 eV. The SMILES is C#C[C@H](C)C(N)=O. The HOMO energy is -0.35906 Ha. The value obtained for the HOMO-LUMO gap is 0.392 Ha.

Positions of all 14 atoms, in Å:
C1 1.907 0.629 1.471
C2 0.932 0.194 0.912
C3 -0.152 -0.482 0.184
C4 0.425 -1.549 -0.753
C5 -1.109 0.460 -0.568
N1 -1.382 1.639 0.053
O1 -1.662 0.111 -1.595
H1 2.796 1.001 1.936
H2 -0.796 -0.978 0.921
H3 0.704 -2.444 -0.191
H4 1.319 -1.150 -1.237
H5 -0.314 -1.804 -1.517
H6 -1.998 2.282 -0.420
H7 -0.813 2.004 0.800

Cartesian forces (eV/Å) of the 2 atoms listed first:
-0.4 -0.1 -0.3
0.4 0.1 0.3



(2)
Below is a 2-piece molecular cluster, C2H4N2S3 overall in a non-equilibrium geometry, with properties calculated with ωB97M-V/def2-TZVPD.

Its net charge is 0. As for the multiplicity: 1. The value obtained for the LUMO energy (spin up / spin down) is -1.456 / -1.564 eV. The HOMO energy (spin up / spin down) is -0.32104 / -0.31989 Ha. The value obtained for the HOMO-LUMO gap (spin up / spin down) is 0.268 / 0.262 Ha.

Positions of all 11 atoms, in Å:
C1 1.419 0.833 -0.529
C2 -0.372 -0.614 0.575
N1 0.261 1.461 -0.263
N2 -0.709 0.726 0.208
S1 -2.264 1.169 0.174
S2 1.324 -0.950 -0.126
S3 -1.583 -1.876 0.267
H1 1.731 0.784 -1.635
H2 2.239 1.224 0.146
H3 -0.246 -0.921 2.278
H4 -1.800 -1.837 -1.095

Cartesian forces (eV/Å) of the 2 atoms listed first:
4.2 -2.2 -0.4
2.1 -3.2 2.9



(3)
Below is C52H56N7O2Pt as an isolated structure, with properties calculated with ωB97M-V/def2-TZVPD.

Its net charge is +1. As for the multiplicity: 1. The value obtained for the LUMO energy is -4.483 eV. The HOMO energy is -0.32046 Ha. The value obtained for the HOMO-LUMO gap is 0.156 Ha.

Positions of all 118 atoms, in Å:
Pt1 0.743 0.183 0.520
C1 2.933 -5.647 0.419
C2 1.756 -5.263 -0.481
C3 1.030 -4.054 0.021
C4 -0.068 -4.006 0.822
C5 -0.852 -5.152 1.379
C6 -2.081 -5.513 0.541
C7 -0.343 -2.610 1.070
C8 -1.405 -2.139 1.815
C9 -1.702 -0.812 2.064
C10 -2.789 -0.345 2.901
C11 -3.771 -1.229 3.613
C12 -4.892 -1.773 2.734
C13 -2.706 1.015 2.917
C14 -1.562 1.374 2.117
C15 -1.119 2.674 1.907
C16 -0.006 3.046 1.194
N1 0.877 2.191 0.600
C17 1.819 2.961 0.000
C18 2.889 2.490 -0.735
C19 3.167 1.164 -0.999
N2 2.418 0.108 -0.591
C20 3.018 -1.015 -1.085
C21 2.567 -2.305 -0.914
C22 1.446 -2.687 -0.189
N3 0.601 -1.835 0.448
C23 4.210 -0.650 -1.831
C24 4.303 0.701 -1.776
C25 5.367 1.591 -2.335
C26 6.388 2.021 -1.277
C27 5.151 -1.628 -2.459
C28 6.117 -2.246 -1.443
C29 1.540 4.368 0.234
C30 0.407 4.420 0.975
C31 -0.296 5.619 1.530
C32 0.103 5.912 2.979
C33 2.408 5.494 -0.228
C34 3.647 5.680 0.653
N4 -0.962 0.251 1.625
C35 -3.556 1.995 3.661
C36 -4.639 2.634 2.784
H1 3.474 -6.504 0.017
H2 2.585 -5.901 1.421
H3 3.633 -4.816 0.518
H4 1.058 -6.100 -0.553
H5 2.115 -5.086 -1.499
H6 -1.164 -4.920 2.400
H7 -0.201 -6.024 1.463
H8 -2.776 -4.673 0.486
H9 -2.612 -6.362 0.973
H10 -1.792 -5.778 -0.479
H11 -2.058 -2.880 2.258
H12 -4.211 -0.672 4.443
H13 -3.237 -2.066 4.068
H14 -5.476 -0.953 2.307
H15 -5.570 -2.406 3.307
H16 -4.489 -2.368 1.915
H17 -1.697 3.467 2.361
H18 3.565 3.226 -1.149
H19 3.150 -3.094 -1.371
H20 4.909 2.474 -2.786
H21 5.879 1.072 -3.147
H22 5.900 2.540 -0.450
H23 7.137 2.687 -1.705
H24 6.900 1.153 -0.861
H25 5.718 -1.128 -3.246
H26 4.585 -2.420 -2.957
H27 6.733 -1.475 -0.980
H28 6.778 -2.970 -1.920
H29 5.573 -2.753 -0.644
H30 -1.378 5.475 1.468
H31 -0.076 6.487 0.906
H32 -0.112 5.059 3.625
H33 -0.432 6.779 3.366
H34 1.173 6.112 3.050
H35 1.824 6.417 -0.235
H36 2.712 5.325 -1.264
H37 3.360 5.924 1.676
H38 4.278 6.484 0.274
H39 4.244 4.767 0.690
H40 -2.924 2.773 4.093
H41 -4.027 1.497 4.511
H42 -4.201 3.185 1.949
H43 -5.248 3.331 3.360
H44 -5.305 1.870 2.376
C37 -7.687 -3.681 -6.430
O1 -7.578 -4.509 -5.267
C38 -6.953 -4.047 -4.194
C39 -6.397 -2.756 -4.103
C40 -5.755 -2.376 -2.953
C41 -5.656 -3.276 -1.881
C42 -6.251 -4.544 -1.957
C43 -6.885 -4.932 -3.104
N5 -4.956 -3.007 -0.715
N6 -4.398 -1.947 -0.542
C44 -3.538 -1.033 -0.750
C45 -3.808 0.311 -0.262
C46 -3.001 1.320 -0.590
C47 -1.801 1.111 -1.424
O2 -1.071 2.014 -1.737
C48 -1.475 -0.303 -1.836
N7 -0.383 -0.480 -2.565
C49 -0.028 -1.719 -2.872
C50 -0.748 -2.847 -2.474
C51 -1.910 -2.664 -1.761
C52 -2.291 -1.361 -1.444
H45 -8.187 -4.291 -7.174
H46 -6.700 -3.394 -6.794
H47 -8.288 -2.797 -6.217
H48 -6.490 -2.060 -4.923
H49 -5.352 -1.374 -2.870
H50 -6.181 -5.197 -1.097
H51 -7.346 -5.905 -3.203
H52 -4.694 0.446 0.344
H53 -3.181 2.336 -0.264
H54 0.881 -1.827 -3.452
H55 -0.395 -3.838 -2.729
H56 -2.493 -3.517 -1.434

Cartesian forces (eV/Å) of the 2 atoms listed first:
-0.2 -0.1 0.2
0.0 0.0 0.0



Across the entries above, E_tot takes the values -324.67430 -1382.48058 -2668.05342 hartree, respectively.
Across the entries above, energy above the lowest of the compared OMol25 structures with the same formula, charge and spin takes the values 31.5 120.2 0.0 kcal/mol, respectively.